Entry 1:
Density functional theory data (wB97M-V/def2-TZVPD) for 2 unconnected molecules or ions with the total composition C5H13NO in a non-equilibrium geometry.

Charge: 0
LUMO energy: -3.349 eV
Kohn-Sham gap: 4.1129 eV
Total energy: -328.0406 Ha
Relative energy (zero: lowest compared OMol25 entry of this formula, charge and spin): 730.40 kJ/mol

CARTESIAN COORDINATES (ANGSTROEM)
C: 1.7049 1.2349 -0.0696
C: 0.4690 0.7551 0.5908
C: 0.1765 -0.6172 -0.0011
C: -1.1928 -1.1708 0.5083
C: -2.6156 0.3005 -0.6444
N: -2.0973 -0.1168 0.6391
H: 2.4863 0.3133 -0.0029
H: 1.5861 1.4994 -1.1168
H: 2.2625 1.9918 0.4857
H: 0.4991 0.7401 1.6799
H: -0.4377 1.3764 0.4066
H: 0.0886 -0.5892 -1.0913
H: 1.0279 -1.2767 0.2004
H: -1.0821 -1.6379 1.4909
H: -1.5586 -1.9463 -0.1807
H: -1.7929 0.3888 -1.3537
H: -3.1874 1.2257 -0.5546
H: 4.0062 -1.1192 0.1158
H: -3.4010 -0.3906 -0.9897
O: 3.0583 -0.9613 -0.1126

=====

Entry 2:
Density functional theory data (wB97M-V/def2-TZVPD) for a molecular structure, C39H35BBr2CdN9O3S3 in a non-equilibrium geometry.

Charge: -1
LUMO energy: 1.504 eV
Kohn-Sham gap: 5.8639 eV
Total energy: -8761.0941 Ha
Relative energy (zero: lowest compared OMol25 entry of this formula, charge and spin): 155.41 kJ/mol

CARTESIAN COORDINATES (ANGSTROEM)
Cd: 0.6499 -0.2456 0.2003
C: 0.7825 -1.0313 4.7237
C: 0.4540 -0.5750 3.3294
N: 1.2731 -0.7056 2.3419
N: 2.5011 -1.1908 2.4933
C: 2.9922 -1.7600 1.3926
O: 2.3049 -2.0803 0.4002
C: 4.4460 -2.0491 1.4142
C: 5.1220 -2.0815 0.2000
C: 6.4810 -2.3268 0.1635
C: 7.1713 -2.5565 1.3434
C: 6.4988 -2.5401 2.5539
C: 5.1416 -2.2789 2.5943
C: -0.8497 0.0062 3.0359
C: -1.8191 0.1795 4.0299
C: -3.0622 0.6720 3.6826
C: -3.3023 1.0151 2.3626
C: -2.2746 0.8562 1.4450
N: -1.1018 0.3377 1.7585
H: 1.8099 -1.3837 4.7500
H: 0.6740 -0.2113 5.4291
H: 0.1206 -1.8416 5.0262
H: 4.5558 -1.9060 -0.7032
H: 7.0067 -2.3434 -0.7808
H: 8.2321 -2.7650 1.3176
H: 7.0423 -2.7332 3.4681
H: 4.6015 -2.2551 3.5260
H: -1.6094 -0.0621 5.0606
H: -3.8290 0.7894 4.4346
H: -4.2615 1.3921 2.0473
H: -2.4059 1.1541 0.4129
C: -0.8477 1.1717 -3.3277
N: -1.1159 2.4885 -2.8372
C: -2.0162 3.3914 -3.3331
C: -1.8813 4.5163 -2.5893
N: -0.9153 4.3204 -1.6487
B: -0.5213 5.4996 -0.6813
N: 0.6342 5.0377 0.2036
C: 1.9513 5.1244 -0.1481
C: 2.6894 4.4150 0.7310
N: 1.8159 3.8859 1.6517
C: 2.1340 2.8996 2.6381
C: 0.5530 4.2615 1.3000
S: -0.8040 3.8345 2.1710
C: -0.4602 3.0733 -1.7981
S: 0.8323 2.2929 -1.0194
H: -1.3785 1.0235 -4.2648
H: -1.1715 0.4185 -2.6050
H: 0.2274 1.0543 -3.4835
H: -2.6596 3.1613 -4.1577
H: -2.3897 5.4552 -2.6561
H: -0.1335 6.3941 -1.3762
H: -1.4798 5.7655 -0.0304
H: 2.2539 5.6724 -1.0162
H: 3.7438 4.2405 0.7908
H: 3.0218 3.1966 3.1993
H: 2.3108 1.9256 2.1603
H: 1.2790 2.8090 3.3101
Br: 4.9438 -0.1457 -5.3980
C: 3.8287 -0.1409 -3.8543
C: 4.2104 0.5676 -2.7228
C: 3.3563 0.5126 -1.6339
N: 2.2408 -0.1912 -1.6204
C: 1.8807 -0.8943 -2.6973
C: 2.6621 -0.8728 -3.8594
C: 0.6819 -1.7370 -2.5805
C: 0.2270 -2.5140 -3.6447
C: -0.7717 -3.4502 -3.3870
Br: -1.3124 -4.6197 -4.7888
C: -1.3065 -3.5739 -2.1367
C: -0.9300 -2.6144 -1.1712
N: 0.1005 -1.7823 -1.3791
H: 5.1309 1.1257 -2.6846
H: 3.5767 1.0728 -0.7331
H: 2.3759 -1.4349 -4.7312
H: 0.6439 -2.4494 -4.6334
H: -2.0308 -4.3368 -1.9083
H: -1.2231 -2.7426 -0.1380
O: -8.9148 -2.8501 0.7182
C: -7.7356 -3.5114 0.8841
O: -7.7392 -4.6083 1.3893
C: -6.5251 -2.8334 0.4070
C: -6.4701 -1.4789 0.0495
C: -5.3103 -0.9266 -0.4324
C: -4.1591 -1.7064 -0.6142
S: -2.7808 -0.9984 -1.3495
C: -4.2045 -3.0517 -0.2226
C: -5.3568 -3.5955 0.2824
H: -8.7827 -2.0082 0.2634
H: -7.3311 -0.8276 0.1574
H: -5.2706 0.1179 -0.7043
H: -3.3297 -3.6711 -0.3291
H: -5.3931 -4.6374 0.5668

=====

Entry 3:
Density functional theory data (wB97M-V/def2-TZVPD) for 2 unconnected molecules or ions with the total composition C16H20F3O4 in a non-equilibrium geometry.

Charge: -1
LUMO energy: 2.106 eV
Kohn-Sham gap: 5.9316 eV
Total energy: -1221.8480 Ha

CARTESIAN COORDINATES (ANGSTROEM)
C: -0.3998 2.2233 -0.6027
C: 0.2214 0.9689 -1.5178
C: -0.9503 0.0159 -2.2387
C: -0.4399 -1.2258 -3.1916
C: 1.1536 -1.5510 -3.4612
C: 2.2858 -0.5715 -2.7257
C: 3.8740 -0.9526 -3.0381
C: 4.4592 -1.9618 -1.8826
C: 4.4668 -3.5585 -2.2557
C: 3.2483 -4.1995 -1.3392
O: 3.1591 -3.4157 -0.0645
C: 3.7005 -2.0650 -0.4322
O: 3.5338 -1.1063 0.5041
C: 1.8228 0.6916 -1.7440
H: -1.2851 1.8703 0.0953
H: 0.4246 2.8237 -0.0303
H: -0.8961 2.9531 -1.4038
H: -2.1030 0.2665 -2.0758
H: -1.2864 -1.8740 -3.7011
H: 1.4866 -2.4403 -4.1805
H: 4.5441 0.0227 -3.1208
H: 3.8572 -1.5160 -4.0814
H: 5.5039 -1.5148 -1.5978
H: 4.1586 -3.8977 -3.3346
H: 5.4384 -4.1313 -1.9281
H: 3.2764 -5.3437 -1.0909
H: 2.2941 -3.7704 -1.9101
H: 2.6217 1.4114 -1.2359
C: -3.8467 1.8487 5.3146
C: -2.9077 1.2467 4.2883
O: -3.5264 1.0036 3.0294
C: -3.6840 2.1056 2.0928
O: -2.5247 2.7295 1.9008
C: -4.8735 3.0811 2.4543
F: -5.9372 2.3854 2.9519
F: -5.3481 3.7244 1.3493
F: -4.5802 4.0390 3.3667
H: -4.8458 1.4062 5.2499
H: -3.4551 1.6958 6.3253
H: -3.9472 2.9260 5.1751
H: -2.6095 0.2596 4.6582
H: -1.9812 1.8240 4.2017
H: -4.1030 1.5731 1.2271

=====

Entry 4:
Density functional theory data (wB97M-V/def2-TZVPD) for a molecular structure, C14H21F3NO4Re.

Spin multiplicity: 2
Charge: +3
LUMO energy (spin up / spin down): -11.784 / -12.350 eV
Kohn-Sham gap (spin up / spin down): 8.0539 / 7.4709 eV
Total energy: -1278.5109 Ha
<S²>: 0.754
Relative energy (zero: lowest compared OMol25 entry of this formula, charge and spin): 0.00 kJ/mol

CARTESIAN COORDINATES (ANGSTROEM)
Re: -0.0873 -0.2649 -0.4075
C: 0.2405 2.0418 1.6590
C: -0.2846 0.8212 2.3681
O: -1.0417 0.0311 1.3637
C: -2.5125 0.2353 1.3764
C: -3.0310 -0.1250 -0.0006
O: -2.0158 0.3884 -0.9059
C: -2.3648 0.7918 -2.2718
C: -1.0230 0.9102 -2.9937
O: 0.0325 1.0947 -1.9830
C: 0.3398 2.5011 -1.6468
C: 1.3576 2.4546 -0.5354
O: 0.8612 1.5146 0.4569
H: 0.9867 2.5598 2.2619
H: -0.5573 2.7357 1.3822
H: -0.9501 1.0497 3.1978
H: 0.5182 0.1673 2.7007
H: -2.6826 1.2879 1.5999
H: -2.9283 -0.3968 2.1587
H: -3.9783 0.3781 -0.1957
H: -3.1400 -1.1974 -0.1639
H: -2.9050 1.7342 -2.1986
H: -2.9929 0.0236 -2.7207
H: -0.9946 1.7637 -3.6685
H: -0.7527 0.0100 -3.5368
H: -0.5916 2.9813 -1.3409
H: 0.7347 2.9696 -2.5472
H: 1.5061 3.4381 -0.0906
H: 2.3164 2.0669 -0.8754
F: -0.1699 -3.2289 -1.0064
C: -0.4815 -2.0367 -1.3990
F: -1.3947 -2.0926 -2.3349
F: 0.7502 -1.4498 -2.0439
C: 3.3130 -2.9094 1.8514
C: 3.6467 -2.0372 0.8228
C: 2.6469 -1.3175 0.2076
N: 1.3526 -1.4203 0.5887
C: 1.0275 -2.2812 1.5823
C: 1.9799 -3.0312 2.2315
H: 4.0783 -3.4977 2.3418
H: 4.6677 -1.9240 0.4856
H: 2.8677 -0.6571 -0.6217
H: -0.0208 -2.3713 1.8369
H: 1.6769 -3.7118 3.0151

=====

Look up the total energy of the third one. -1221.8480 Ha